# 1
An isolated molecule of C3H9N2PS at a distorted geometry. Source: the Open Molecules 2025 dataset; level of theory: ωB97M-V with the def2-TZVPD basis set.

Geometry as XYZ:
```
16
Properties=species:S:1:pos:R:3:forces:R:3
C -0.674 0.530 0.571 -1.11 0.20 -0.55
C -0.838 -0.958 0.923 -3.40 0.41 -0.25
C 0.743 0.686 0.077 0.35 0.16 -1.00
N -0.166 -1.770 -0.007 0.40 -0.45 -1.32
N 1.222 -1.980 0.025 2.22 -0.11 -0.47
P 1.327 -0.674 -1.019 0.05 1.04 0.89
S 2.901 0.541 -2.136 -2.34 -0.56 -0.68
H -1.401 0.858 -0.248 0.96 -0.55 0.89
H -0.824 1.250 1.399 -0.15 -0.65 -0.11
H -0.652 -1.061 1.942 1.75 -0.68 1.82
H -1.891 -1.378 0.998 0.65 1.02 -0.82
H 0.822 1.627 -0.414 0.26 0.78 -0.54
H 1.534 0.670 0.833 -0.29 -0.07 0.27
H -0.603 -2.432 -0.625 -0.82 0.02 0.47
H 0.665 -0.808 -2.232 -0.54 -0.04 -0.09
H 3.927 0.275 -1.450 2.02 -0.52 1.48
```
Forces are in eV/Å.

The total energy comes out at -968.63615 Eh. The calculation puts the HOMO energy at -0.2998 Eh. Its energy above the lowest of the compared OMol25 structures with the same formula, charge and spin is 384.3 kJ/mol.


# 2
A cluster of 2 separate species, C3H9N2PS in total at a distorted geometry. Source: the Open Molecules 2025 dataset; level of theory: ωB97M-V with the def2-TZVPD basis set.

Geometry as XYZ:
```
16
Properties=species:S:1:pos:R:3:forces:R:3
H -1.592 -1.225 1.858 -2.24 -0.50 1.37
N -0.874 -1.053 1.236 2.49 0.34 -1.90
C -1.162 -0.988 0.005 0.18 0.70 0.21
C -2.540 -1.022 -0.579 0.09 -0.74 -0.41
H -0.310 -0.700 -0.665 -0.76 -0.57 0.28
H -3.282 -0.620 0.096 -0.12 0.80 -0.17
H -2.554 -0.739 -1.617 -0.06 1.50 -0.16
H -2.955 -1.982 -0.802 0.28 -1.54 0.62
C 2.354 2.101 -0.073 2.30 -1.03 -4.64
N 2.353 0.670 -0.194 -0.41 0.42 0.18
P 1.997 -0.389 0.880 0.66 -0.42 -0.21
S 2.684 -1.982 -0.357 -0.23 0.07 -0.61
H 2.111 2.421 -1.222 -0.18 0.23 3.24
H 1.905 2.462 0.790 -1.39 1.32 1.10
H 3.449 2.300 -0.033 -0.60 0.49 0.17
H 2.835 -1.029 -1.374 -0.02 -1.06 0.94
```
Forces are in eV/Å.

The total energy comes out at -968.67027 Eh. The calculation puts the HOMO energy at -0.3128 Eh. Its energy above the lowest of the compared OMol25 structures with the same formula, charge and spin is 294.8 kJ/mol.


# 3
The ion C3H9N2S with charge -1. Source: the Open Molecules 2025 dataset; level of theory: ωB97M-V with the def2-TZVPD basis set.

Geometry as XYZ:
```
15
Properties=species:S:1:pos:R:3:forces:R:3
N 1.867 2.049 1.005 0.23 -0.40 0.00
C 1.136 1.419 -0.098 -0.51 0.43 -0.54
C 0.246 0.238 0.271 0.29 -0.23 0.48
N -0.948 0.751 0.944 -0.55 0.59 -0.33
C -0.072 -0.638 -0.939 0.02 0.13 0.20
S -1.196 -2.012 -0.602 -0.33 -0.12 0.11
H 1.209 2.114 1.773 -0.20 0.17 0.11
H 2.545 1.367 1.336 0.10 0.09 -0.01
H 0.500 2.196 -0.544 -0.02 -0.04 0.02
H 1.807 1.129 -0.912 0.29 -0.05 0.24
H 0.803 -0.321 1.036 -0.10 -0.32 -0.20
H -1.601 -0.022 1.079 0.36 -0.34 0.07
H -1.452 1.291 0.230 0.19 0.05 0.26
H 0.855 -1.071 -1.325 0.13 0.33 -0.17
H -0.496 0.070 -1.672 0.10 -0.27 -0.23
```
Forces are in eV/Å.

The total charge is -1. The total energy comes out at -627.43595 Eh. The calculation puts the HOMO energy at -0.0919 Eh. Its energy above the lowest of the compared OMol25 structures with the same formula, charge and spin is 12.0 kJ/mol.


# 4
The ion C3H9N2S with charge -1 at a distorted geometry. Source: the Open Molecules 2025 dataset; level of theory: ωB97M-V with the def2-TZVPD basis set.

Geometry as XYZ:
```
15
Properties=species:S:1:pos:R:3:forces:R:3
N 1.049 -0.392 2.463 -0.53 -1.17 1.40
C 0.658 0.496 1.416 -1.70 -1.73 -2.61
N -0.118 -0.276 0.348 1.06 0.45 1.41
C -0.481 0.535 -0.781 -2.43 1.16 -0.51
C -0.926 -0.338 -1.986 1.11 0.51 0.29
S -0.345 0.322 -3.568 0.15 -0.09 -0.28
H 1.807 -1.028 2.247 0.60 0.78 -0.57
H 0.330 -1.115 2.578 -0.42 0.80 0.20
H 1.542 0.905 0.952 0.35 0.66 0.04
H -0.115 1.259 1.639 0.95 -0.11 0.76
H 0.363 -1.129 0.067 0.28 0.41 -0.10
H -1.358 1.175 -0.475 0.12 -0.68 0.03
H 0.145 1.386 -1.095 1.04 -0.92 -0.07
H -0.568 -1.342 -1.751 0.35 -0.26 -0.31
H -1.984 -0.459 -2.054 -0.93 0.17 0.33
```
Forces are in eV/Å.

The total charge is -1. The total energy comes out at -627.39401 Eh. The calculation puts the HOMO energy at -0.0822 Eh. Its energy above the lowest of the compared OMol25 structures with the same formula, charge and spin is 122.1 kJ/mol.


# 5
A cluster of 2 separate species, C3H9N3 in total at a distorted geometry. Source: the Open Molecules 2025 dataset; level of theory: ωB97M-V with the def2-TZVPD basis set.

Geometry as XYZ:
```
15
Properties=species:S:1:pos:R:3:forces:R:3
C 1.364 2.297 -2.092 0.15 0.72 -0.35
C 0.531 1.137 -1.912 0.32 -0.50 0.60
N 0.017 0.157 -1.615 -0.14 0.18 -0.69
H 0.764 3.145 -2.419 0.07 0.02 0.00
H 2.126 2.098 -2.846 -0.03 0.01 0.04
H 1.850 2.553 -1.150 -0.04 -0.06 -0.04
C -0.051 -1.229 2.161 0.94 0.61 -1.74
N -1.243 -1.701 1.474 -0.02 -3.86 -0.07
N -1.695 -1.285 0.088 -1.74 5.46 5.50
H 0.083 -1.670 3.147 -0.46 -0.43 -0.16
H -0.139 -0.155 2.333 0.02 0.16 -0.12
H 0.846 -1.416 1.550 0.17 0.20 0.39
H -1.235 -2.719 1.442 0.06 0.19 0.14
H -1.574 -0.318 0.695 -2.00 -1.15 -3.49
H -1.644 -0.894 -0.855 2.70 -1.57 0.00
```
Forces are in eV/Å.

The total energy comes out at -283.78208 Eh. The calculation puts the HOMO energy at -0.2653 Eh. Its energy above the lowest of the compared OMol25 structures with the same formula, charge and spin is 527.8 kJ/mol.


# 6
A cluster of 2 separate species, C3H9N3 in total at a distorted geometry. Source: the Open Molecules 2025 dataset; level of theory: ωB97M-V with the def2-TZVPD basis set.

Geometry as XYZ:
```
15
Properties=species:S:1:pos:R:3:forces:R:3
H -1.263 2.430 -0.175 0.41 -0.51 -0.50
N -1.688 1.640 0.297 -0.50 0.06 0.44
C -0.943 1.193 1.224 0.00 0.59 0.07
N -1.438 0.381 2.227 0.45 0.24 -1.02
H 0.123 1.444 1.256 -0.13 0.17 0.62
H -0.917 0.274 3.076 0.09 -0.52 -0.19
H -2.115 -0.287 1.906 -0.29 -0.06 0.57
C 0.757 -1.948 -0.541 0.09 -0.04 0.72
N 1.615 -1.055 -0.739 0.25 0.30 -0.67
C 1.325 -0.047 -1.767 -0.20 -0.24 0.86
H 1.036 -2.711 0.182 -0.34 -0.13 0.03
H -0.252 -1.953 -0.963 0.07 -0.15 -0.33
H 2.275 0.286 -2.166 -0.02 0.09 -0.30
H 0.659 -0.443 -2.533 0.05 0.09 -0.21
H 0.827 0.797 -1.284 0.07 0.11 -0.09
```
Forces are in eV/Å.

The total energy comes out at -283.91616 Eh. The calculation puts the HOMO energy at -0.3430 Eh. Its energy above the lowest of the compared OMol25 structures with the same formula, charge and spin is 175.8 kJ/mol.


# 7
A cluster of 2 separate species, C3H9N3 in total at a distorted geometry. Source: the Open Molecules 2025 dataset; level of theory: ωB97M-V with the def2-TZVPD basis set.

Geometry as XYZ:
```
15
Properties=species:S:1:pos:R:3:forces:R:3
C -2.540 -1.240 -0.572 -0.03 0.58 2.13
C -1.421 -0.795 -1.212 -1.02 -0.90 1.20
N -0.937 0.559 -1.253 0.72 -0.37 -1.41
H -2.949 -2.287 -0.524 1.28 0.92 -0.50
H -3.054 -0.675 0.296 0.40 -0.04 -2.18
H -0.707 -1.588 -1.443 -0.30 0.34 -1.29
H -0.961 1.103 -2.188 -0.11 -1.25 2.56
H -1.072 1.034 -0.386 -1.40 0.90 -0.42
N 1.133 1.212 0.965 3.12 0.66 1.57
C 2.068 0.209 0.968 -4.38 -1.72 0.36
N 3.274 0.416 1.336 -0.18 2.07 0.23
H 1.530 2.017 1.536 -1.19 -0.35 -1.55
H 0.263 1.166 0.409 0.66 -0.07 0.35
H 1.516 -0.779 0.941 1.31 0.57 -1.00
H 3.856 -0.352 1.127 1.12 -1.34 -0.06
```
Forces are in eV/Å.

The total charge is +1. The total energy comes out at -283.54509 Eh. The calculation puts the HOMO energy (alpha / beta) at -0.4750 / -0.4658 Eh. As for the spin multiplicity: 2. Its energy above the lowest of the compared OMol25 structures with the same formula, charge and spin is 328.4 kJ/mol.


# 8
The ion C3H9N3 with charge +2 at a distorted geometry. Source: the Open Molecules 2025 dataset; level of theory: ωB97M-V with the def2-TZVPD basis set.

Geometry as XYZ:
```
15
Properties=species:S:1:pos:R:3:forces:R:3
C 0.988 0.500 -0.126 -3.25 -1.15 2.24
C -0.645 0.152 1.278 7.17 -0.38 -0.01
C -0.938 -0.453 -1.038 -0.59 -0.54 -1.65
N 0.463 -0.164 -1.205 2.67 1.98 2.66
N 2.110 1.061 0.203 0.46 -1.28 -4.93
N -1.230 -0.780 0.440 0.51 -1.71 -1.74
H -0.104 -0.170 2.207 -0.69 -0.27 -1.11
H -1.099 1.023 1.436 -2.13 3.54 0.10
H -1.590 0.411 -1.208 0.27 -0.07 -0.32
H -1.192 -1.289 -1.729 -0.21 0.48 0.81
H 1.124 -0.368 -1.992 -1.49 -0.25 0.44
H 2.319 1.382 1.108 0.25 0.52 1.42
H 2.872 1.131 -0.582 -1.44 0.14 2.10
H -0.846 -1.696 0.678 -0.48 -0.48 -0.12
H -2.231 -0.739 0.529 -1.04 -0.54 0.11
```
Forces are in eV/Å.

The total charge is +2. The total energy comes out at -283.21680 Eh. The calculation puts the HOMO energy at -0.7497 Eh. Its energy above the lowest of the compared OMol25 structures with the same formula, charge and spin is 247.4 kJ/mol.


# 9
A structure of composition C3H9N3O at a distorted geometry. Source: the Open Molecules 2025 dataset; level of theory: ωB97M-V with the def2-TZVPD basis set.

Geometry as XYZ:
```
16
Properties=species:S:1:pos:R:3:forces:R:3
C 1.217 -0.575 1.521 1.72 -3.08 -1.93
C 0.101 0.658 0.097 -0.32 0.39 -1.54
C -0.300 -0.023 -1.025 -0.47 1.36 2.28
N -0.693 1.695 0.646 0.23 0.36 -0.04
N 0.349 -1.141 -1.458 2.38 -2.40 2.21
N -1.433 0.411 -1.708 0.03 -0.40 -0.29
O 1.390 0.490 0.649 -1.04 -0.51 0.11
H -0.284 2.609 0.449 -0.12 -0.10 0.16
H -0.765 1.608 1.662 -0.05 0.02 -0.36
H -1.926 -0.306 -2.218 -0.07 -0.06 0.08
H 0.837 -1.678 -0.514 -1.79 1.82 -3.83
H -0.239 -1.803 -1.951 0.05 0.13 0.03
H -2.041 0.987 -1.146 0.09 0.10 0.06
H 0.508 -0.384 2.330 -0.36 -0.51 -0.43
H 2.174 -0.886 1.926 0.25 0.42 0.43
H 1.106 -1.663 0.740 -0.53 2.45 3.07
```
Forces are in eV/Å.

The total energy comes out at -359.11599 Eh. The calculation puts the HOMO energy at -0.2641 Eh. Its energy above the lowest of the compared OMol25 structures with the same formula, charge and spin is 337.3 kJ/mol.


# 10
A cluster of 2 separate species, C3H9N3O in total at a distorted geometry. Source: the Open Molecules 2025 dataset; level of theory: ωB97M-V with the def2-TZVPD basis set.

Geometry as XYZ:
```
16
Properties=species:S:1:pos:R:3:forces:R:3
C -2.033 -0.260 -0.805 0.44 0.14 0.42
C -0.975 -0.505 -0.027 -0.80 -0.56 -0.40
C 0.054 0.437 0.325 2.42 -0.58 -1.20
N -0.026 1.758 -0.033 -0.16 -0.26 0.31
N 0.803 0.214 1.478 -0.36 0.19 0.58
N 1.589 -0.416 -1.187 -1.28 1.10 1.46
O 1.042 -1.135 1.806 -0.03 0.11 -0.35
H -2.729 -1.036 -1.056 -0.16 -0.26 -0.03
H -2.238 0.712 -1.213 -0.07 0.30 -0.12
H -0.820 -1.500 0.363 0.04 0.02 0.01
H -0.488 1.902 -0.914 0.09 0.05 -0.08
H 0.845 2.265 0.036 -0.05 -0.05 -0.11
H 1.697 0.698 1.457 -0.09 -0.25 -0.08
H 0.600 -1.302 2.655 0.06 0.43 -0.30
H 1.027 -0.462 -2.036 -0.04 -0.17 0.01
H 1.653 -1.372 -0.847 0.00 -0.20 -0.12
```
Forces are in eV/Å.

The total energy comes out at -359.05566 Eh. The calculation puts the HOMO energy (alpha / beta) at -0.2624 / -0.2643 Eh. Its energy above the lowest of the compared OMol25 structures with the same formula, charge and spin is 495.6 kJ/mol.


# 11
A cluster of 2 separate species, C3H9N3O in total at a distorted geometry. Source: the Open Molecules 2025 dataset; level of theory: ωB97M-V with the def2-TZVPD basis set.

Geometry as XYZ:
```
16
Properties=species:S:1:pos:R:3:forces:R:3
C 0.603 -2.049 -1.418 -1.20 0.18 0.93
N -0.814 -1.550 -1.363 0.13 1.50 -0.65
C -1.121 -0.308 -1.198 1.52 -1.60 -0.64
N -0.212 0.744 -0.854 -0.64 0.34 1.16
H 0.795 -2.445 -2.424 -0.20 0.23 0.26
H 0.647 -2.903 -0.716 0.14 0.40 -0.36
H 1.363 -1.307 -1.153 -0.11 -0.04 -0.05
H -2.109 0.050 -1.463 -0.57 -0.54 0.51
H 0.054 1.248 -1.680 0.25 0.29 -0.40
H -0.703 1.424 -0.199 0.61 -0.87 -1.02
N 0.841 0.918 1.810 -0.18 -0.24 0.63
C -0.275 1.466 2.302 -0.94 1.85 -0.97
O -1.145 1.977 1.583 0.43 -0.96 1.06
H 1.532 0.668 2.461 0.79 -0.57 0.71
H 0.847 0.484 0.910 -0.02 0.18 -0.88
H -0.303 1.583 3.404 -0.01 -0.16 -0.30
```
Forces are in eV/Å.

The total energy comes out at -359.19093 Eh. The calculation puts the HOMO energy at -0.3478 Eh. Its energy above the lowest of the compared OMol25 structures with the same formula, charge and spin is 140.5 kJ/mol.


# 12
An isolated molecule of C3H9N3O at a distorted geometry. Source: the Open Molecules 2025 dataset; level of theory: ωB97M-V with the def2-TZVPD basis set.

Geometry as XYZ:
```
16
Properties=species:S:1:pos:R:3:forces:R:3
N 2.436 -0.928 -0.862 0.08 -0.01 0.03
C 2.132 0.212 0.008 0.91 0.12 -0.57
C 0.857 -0.010 0.769 -0.92 0.81 0.26
N -0.230 -0.291 -0.164 0.97 -0.01 0.25
C -1.529 0.141 -0.063 -0.11 0.42 -0.21
N -1.781 1.099 0.918 0.51 -0.58 0.07
O -2.393 -0.225 -0.830 -0.07 0.12 -0.28
H 3.296 -0.754 -1.373 -0.17 -0.04 0.00
H 2.595 -1.756 -0.301 -0.02 -0.08 -0.01
H 2.024 1.080 -0.653 -0.25 -0.02 0.09
H 2.978 0.473 0.656 -0.26 -0.12 0.36
H 0.928 -0.776 1.540 0.22 -0.38 -0.10
H 0.638 0.911 1.314 0.16 0.16 0.01
H 0.152 -0.416 -1.091 -0.64 -0.56 -0.15
H -2.761 1.292 1.029 -0.06 -0.15 0.19
H -1.238 0.975 1.761 -0.37 0.33 0.06
```
Forces are in eV/Å.

The total energy comes out at -359.23654 Eh. The calculation puts the HOMO energy at -0.3447 Eh. Its energy above the lowest of the compared OMol25 structures with the same formula, charge and spin is 20.7 kJ/mol.


Repeat the first record exactly.
An isolated molecule of C3H9N2PS at a distorted geometry. Source: the Open Molecules 2025 dataset; level of theory: ωB97M-V with the def2-TZVPD basis set.

Geometry as XYZ:
```
16
Properties=species:S:1:pos:R:3:forces:R:3
C -0.674 0.530 0.571 -1.11 0.20 -0.55
C -0.838 -0.958 0.923 -3.40 0.41 -0.25
C 0.743 0.686 0.077 0.35 0.16 -1.00
N -0.166 -1.770 -0.007 0.40 -0.45 -1.32
N 1.222 -1.980 0.025 2.22 -0.11 -0.47
P 1.327 -0.674 -1.019 0.05 1.04 0.89
S 2.901 0.541 -2.136 -2.34 -0.56 -0.68
H -1.401 0.858 -0.248 0.96 -0.55 0.89
H -0.824 1.250 1.399 -0.15 -0.65 -0.11
H -0.652 -1.061 1.942 1.75 -0.68 1.82
H -1.891 -1.378 0.998 0.65 1.02 -0.82
H 0.822 1.627 -0.414 0.26 0.78 -0.54
H 1.534 0.670 0.833 -0.29 -0.07 0.27
H -0.603 -2.432 -0.625 -0.82 0.02 0.47
H 0.665 -0.808 -2.232 -0.54 -0.04 -0.09
H 3.927 0.275 -1.450 2.02 -0.52 1.48
```
Forces are in eV/Å.

The total energy comes out at -968.63615 Eh. The calculation puts the HOMO energy at -0.2998 Eh. Its energy above the lowest of the compared OMol25 structures with the same formula, charge and spin is 384.3 kJ/mol.


> Number 5 is which compound?

C3H9N3